1.
Formula: C17H31N2O5PSSi
Source: OMol25
Level of theory: ωB97M-V/def2-TZVPD

## Properties
- Strongest force on any atom: 0.161 Eh/bohr
- Kohn-Sham gap: 0.29230 Eh
- HOMO: -8.5 eV
- Structure (SMILES): CN(C)C(=O)C[Si@@H]([PH2]=S)c1ccccn1.CCOC(C)=O.CCOC(C)=O

```
58
C17H31N2O5PSSi | OMol25 | ωB97M-V/def2-TZVPD
C -1.36546 -0.61435 0.66228
N -1.34068 -0.45657 -0.84311
C 0.15512 -0.57349 -1.20162
C -1.81920 0.91925 -1.28876
O -0.91939 1.94060 -1.33783
C -3.38707 1.24832 -1.76726
Si -4.67022 1.03394 -0.34015
P -6.02766 2.79264 -0.10321
S -6.90561 2.62580 1.65067
C -5.87556 -0.48585 -0.60495
C -6.68494 -1.05608 0.68549
C -7.78832 -2.29695 0.68461
C -7.95773 -2.93495 -0.85334
C -7.03257 -2.24502 -2.00196
N -6.07561 -1.10403 -1.94628
H -2.42943 -0.87251 1.10740
H -0.67682 -1.54880 0.92652
H -0.97661 0.32910 1.24895
H 0.52987 -1.66847 -0.91233
H 0.82314 0.15869 -0.53847
H 0.35134 -0.45249 -2.35174
H -3.38577 2.40741 -2.04510
H -3.66980 0.68167 -2.75498
H -3.93953 0.85833 0.91564
H -5.35595 4.05017 -0.30456
H -7.07813 2.57914 -1.10579
H -6.48688 -0.51220 1.72443
H -8.38096 -2.67352 1.61992
H -8.71324 -3.83333 -1.05608
H -7.14560 -2.74673 -3.08194
C 5.29740 -1.39774 -2.88231
C 5.40923 -0.94989 -1.43813
O 4.10778 -0.83058 -0.83501
C 3.42370 -1.85528 -0.27466
C 3.89133 -3.25877 -0.52387
O 2.39470 -1.64177 0.36089
H 4.83953 -2.38728 -2.96335
H 6.28432 -1.43383 -3.35264
H 4.66190 -0.70901 -3.44757
H 6.06082 -1.59763 -0.84370
H 5.85727 0.04898 -1.40692
H 3.34451 -3.67490 -1.37410
H 3.68077 -3.85686 0.36978
H 4.96138 -3.34396 -0.69980
C 2.83350 2.74999 1.65146
C 4.12442 2.08739 1.21187
O 5.26529 2.76284 1.77219
C 5.77284 2.52154 3.00350
C 4.96304 1.71307 3.97365
O 6.84153 3.02170 3.34423
H 2.70487 2.70249 2.73617
H 1.97229 2.26803 1.17970
H 2.83697 3.81031 1.38047
H 4.14940 1.01731 1.43943
H 4.21804 2.17272 0.12402
H 4.38261 2.38787 4.60832
H 5.65102 1.13155 4.59749
H 4.29880 0.99196 3.50248
```

2.
Formula: C29H70N7O3P2
Source: OMol25
Level of theory: ωB97M-V/def2-TZVPD

## Properties
- Expectation value of S²: 0.7541
- Strongest force on any atom: 0.130 Eh/bohr
- Spin multiplicity: 2
- Kohn-Sham gap (alpha / beta): 0.28714 / 0.28765 Eh
- HOMO (alpha / beta): -8.2 / -8.2 eV

```
111
C29H70N7O3P2 | OMol25 | ωB97M-V/def2-TZVPD
C -2.14860 -0.29411 5.18258
C -1.42089 1.01200 4.80029
C -2.38572 1.89384 3.96649
C -2.86982 3.13183 4.73356
C -4.14108 3.77645 4.16742
C -3.92053 4.49500 2.81443
C -5.15550 4.51812 1.88802
C -5.24562 3.39845 0.78856
C -4.52807 2.13963 1.26023
C -4.66299 3.99830 -0.51185
C -5.08400 3.31119 -1.82500
C -4.68225 4.26972 -2.96682
C -4.26223 2.03555 -2.09494
N -6.55223 3.10592 -1.93452
O -7.18152 4.13934 -2.35661
C -7.17497 2.48037 -0.73978
C -7.01178 0.93255 -0.71612
C -8.70359 2.70360 -0.86610
C -6.76270 3.15104 0.57481
H -2.71112 -0.67487 4.32768
H -1.43947 -1.08084 5.44749
H -2.84768 -0.11145 6.00146
H -1.07735 1.51651 5.70348
H -0.58505 0.70078 4.17002
H -3.25411 1.29251 3.70166
H -1.84600 2.21894 3.07454
H -2.05322 3.85451 4.81359
H -3.10462 2.80265 5.75307
H -4.44311 4.53062 4.90030
H -4.95763 3.05189 4.12451
H -3.73813 5.53875 3.08856
H -3.00499 4.15998 2.32512
H -5.25110 5.48796 1.40282
H -6.02495 4.34612 2.53209
H -3.44799 2.25953 1.31781
H -4.91609 1.88705 2.24871
H -4.71298 1.26808 0.63572
H -3.56930 3.97273 -0.48396
H -4.95406 5.04807 -0.58756
H -4.99227 5.29274 -2.77332
H -3.59076 4.28337 -3.02308
H -5.07201 3.91023 -3.91772
H -4.49099 1.69134 -3.10641
H -4.43732 1.23947 -1.38002
H -3.20961 2.31568 -2.10511
H -6.42279 0.55823 -1.54970
H -6.63352 0.58165 0.24161
H -7.99503 0.47212 -0.81452
H -8.99006 3.72715 -0.64491
H -9.15518 2.07209 -0.09551
H -9.06937 2.34619 -1.82669
H -7.13166 2.60308 1.44673
H -7.24044 4.13525 0.62710
O 0.96632 -0.63908 2.82882
P 1.17534 -1.90243 2.03799
N 2.47572 -2.59235 2.89985
C 3.69162 -3.18120 2.39494
C 2.08992 -3.16339 4.17723
N 1.63968 -1.17509 0.52627
C 3.00600 -0.71654 0.31340
C 0.69726 -0.13635 0.11774
N 0.67059 -3.40189 1.23989
C 1.25804 -3.81264 -0.01867
C -0.79178 -3.55750 1.18064
H 3.56247 -4.22968 2.08049
H 4.45408 -3.16596 3.17823
H 4.11412 -2.61848 1.56806
H 1.70855 -4.19026 4.06645
H 1.30938 -2.56150 4.64804
H 2.93630 -3.17658 4.86614
H 3.39605 -0.14589 1.16723
H 3.07626 -0.08729 -0.57406
H 3.66798 -1.55733 0.10646
H 0.86240 0.80799 0.64869
H -0.33320 -0.44792 0.31158
H 0.78562 0.04116 -0.95614
H 0.92192 -3.21002 -0.86813
H 0.97072 -4.85288 -0.19836
H 2.34590 -3.79022 0.00754
H -1.25029 -2.87330 0.45330
H -1.23381 -3.35299 2.15962
H -1.06270 -4.57978 0.91100
O 5.02347 -1.75123 -2.61459
P 6.42134 -2.26544 -2.90147
N 6.96598 -0.83123 -3.67749
C 7.64359 -0.67392 -4.94025
C 7.30270 0.23471 -2.75360
N 5.96934 -3.55121 -3.98714
C 5.56475 -3.25597 -5.35402
C 5.00514 -4.45835 -3.36793
N 8.08298 -2.88032 -2.71610
C 8.71532 -3.65052 -3.76616
C 8.31506 -3.53452 -1.41730
H 8.73068 -0.84468 -4.86987
H 7.49651 0.34560 -5.30612
H 7.23867 -1.31964 -5.71430
H 8.33093 0.13374 -2.37083
H 6.62223 0.23382 -1.89899
H 7.20263 1.20939 -3.23447
H 4.85784 -2.41948 -5.41985
H 5.09580 -4.13261 -5.80328
H 6.42945 -3.04083 -5.98297
H 3.98683 -4.05382 -3.37969
H 5.27092 -4.65379 -2.32500
H 5.01064 -5.41840 -3.88832
H 8.31538 -4.66590 -3.85633
H 9.78156 -3.71986 -3.53376
H 8.63996 -3.16432 -4.73611
H 7.81665 -4.51167 -1.35167
H 7.93497 -2.90778 -0.60580
H 9.38218 -3.67926 -1.24107
```

3.
Formula: CHF2O3
Source: OMol25
Level of theory: ωB97M-V/def2-TZVPD

## Properties
- Strongest force on any atom: 0.229 Eh/bohr
- Energy above the lowest of the compared OMol25 structures with the same formula, charge and spin: 285.7 kJ/mol
- Charge: +1
- Kohn-Sham gap: 0.40421 Eh
- HOMO: -16.9 eV

```
7
CHF2O3 | OMol25 | ωB97M-V/def2-TZVPD
C 1.37738 0.34663 -0.04690
O -0.96268 -0.69927 -0.35285
O -1.99208 -0.21847 -0.06940
O 0.19379 0.10230 -0.16639
F 2.40063 -0.35284 0.16745
F 1.52547 1.60209 -0.16996
H -2.54250 -0.78043 0.63804
```